[1]
The molecule C5H9N3 in a non-equilibrium geometry. Source: the Open Molecules 2025 dataset; level of theory: the ωB97M-V functional and the def2-TZVPD basis.

Each line ends with the Mulliken charge.
CARTESIAN COORDINATES (ANGSTROEM)
N  -0.50909  1.60529  0.74129  -0.418
N  2.91109  0.50663  -0.23800  -0.638
N  1.57428  0.35406  -0.29018  -0.021
C  1.05452  -0.80172  -0.04847  -0.160
C  -0.97667  0.58978  -0.06341  0.692
C  -0.35128  -0.81186  0.21901  0.395
C  -1.06562  -1.91025  0.47126  -1.037
C  -2.11656  0.71120  -0.76596  -1.215
H  -2.74642  1.57869  -0.65745  0.211
H  -2.14246  -1.90042  0.44772  0.340
H  3.48037  -0.32569  -0.38290  0.225
H  1.58455  -1.74217  -0.23416  0.363
H  -0.57699  -2.85581  0.65399  0.282
H  -2.47543  -0.08260  -1.39431  0.352
H  3.23364  1.33067  -0.72270  0.231
H  -1.11562  2.39142  0.89548  0.191
H  0.23770  1.36278  1.36878  0.208

As for the net charge: 0. As for the energy above the lowest of the compared OMol25 structures with the same formula, charge and spin: 3.045 eV. As for the SMILES: C=C(N)C(=C)/C=N/N. The molar mass comes out at 111.148 g mol⁻¹. The total energy is -360.0853 Ha. The HOMO energy comes out at -7.6 eV.



[2]
A cluster of 6 separate species, C11H22B3Cl11NO5P in total in a non-equilibrium geometry. Source: the Open Molecules 2025 dataset; level of theory: the ωB97M-V functional and the def2-TZVPD basis.

Each line ends with the Mulliken charge.
CARTESIAN COORDINATES (ANGSTROEM)
Cl  -1.79841  -7.07568  -1.81000  -0.177
Cl  -0.01761  -4.44148  -0.57340  -0.131
Cl  -3.86265  3.05274  2.02195  -0.269
Cl  -4.17710  -2.70283  -0.01203  -0.269
Cl  -1.98152  1.44374  3.89974  -0.137
Cl  -0.22875  -1.15197  5.25685  -0.190
Cl  2.84981  5.55283  -0.90568  -0.160
Cl  -3.30384  1.93249  -5.53832  -0.185
Cl  5.22664  5.91645  1.51839  -0.188
Cl  -3.15693  -3.58050  3.12466  -0.186
Cl  -2.28080  1.07165  -2.39820  -0.144
P  -3.19974  1.72633  0.48392  0.089
O  3.63845  2.01742  1.12758  -0.550
O  -3.71576  0.17608  1.02811  -0.424
O  -0.39505  0.91716  1.17992  -0.187
O  -0.72746  2.75812  -0.59900  -0.264
O  0.83569  0.84630  -0.96099  -0.350
N  2.06629  0.01052  1.14550  -0.647
C  -1.57415  0.52839  -3.94199  -0.515
C  0.63205  -5.99892  -1.14437  -0.530
C  -1.63579  1.60433  -5.00875  -0.400
C  -2.44158  -4.10679  1.58004  -0.380
C  -2.50677  -3.02356  0.52083  -0.010
C  -0.16604  -6.56097  -2.30446  -0.437
C  -0.53734  1.55326  4.93651  -0.574
C  4.61696  5.56584  -1.13083  -0.495
C  0.42669  0.40688  4.69820  0.051
C  5.34938  4.93427  0.03697  -0.157
C  2.97397  0.95287  1.26378  0.815
B  0.58436  2.30068  -1.00079  0.291
B  -1.24843  1.77760  0.36740  0.979
B  0.82885  0.57102  0.48462  0.382
H  -0.05070  2.50210  4.70071  0.267
H  -1.40088  -4.36224  1.78518  0.261
H  4.93076  6.59952  -1.28993  0.378
H  -1.94752  -3.33578  -0.36412  0.140
H  0.67994  0.30892  3.64057  -0.203
H  -0.53331  0.26676  -3.73815  0.177
H  -1.08137  1.28074  -5.89243  0.349
H  1.35086  0.57892  5.25487  0.375
H  -3.87617  -0.43127  0.26358  0.281
H  0.65191  -6.68891  -0.29837  0.321
H  -2.09870  -0.37723  -4.25370  0.382
H  1.48995  2.97836  -1.32531  -0.113
H  4.82314  5.00359  -2.04432  0.258
H  4.96530  3.93749  0.26007  0.107
H  -1.20005  2.54252  -4.65860  0.267
H  -0.86977  1.58942  5.97607  0.391
H  0.33540  -7.44373  -2.70620  0.334
H  -0.27135  -5.83173  -3.11041  0.308
H  1.66227  -5.81612  -1.45779  0.300
H  6.41252  4.84622  -0.19618  0.294
H  -2.95893  -5.01366  1.25942  0.344
H  -2.07873  -2.08424  0.87957  0.132

As for the net charge: 0. As for the SMILES: O=C=NB1OBOB(P(O)Cl)O1.ClCCCl.ClCCCl.ClCCCl.ClCCCl.ClCCCl. The molar mass comes out at 701.692 g mol⁻¹. The total energy is -6341.5748 Ha. The HOMO energy comes out at -8.4 eV.



[3]
A structure of composition C22H19N8O2Rh in a non-equilibrium geometry. Source: the Open Molecules 2025 dataset; level of theory: the ωB97M-V functional and the def2-TZVPD basis.

Each line ends with the Mulliken charge.
CARTESIAN COORDINATES (ANGSTROEM)
Rh  0.78833  0.21386  -3.14608  0.302
O  -0.23973  2.91523  -2.29477  -0.480
O  0.84753  -2.09291  -2.22269  -0.611
N  0.85377  0.52541  6.35768  0.000
N  0.38462  -0.76106  -0.39759  0.701
N  -0.55278  1.62003  -1.99517  0.335
N  -1.56438  -0.67036  -3.25246  -0.392
N  5.14179  -1.02783  -1.06787  -0.559
N  -4.11651  -0.25171  -1.46198  -0.378
N  2.74586  0.03787  -2.00995  -0.218
N  0.12586  -1.16111  -1.72655  0.190
C  3.87810  0.14183  -2.69809  -0.143
C  -1.53140  1.37200  -1.21612  0.677
C  -2.35298  2.44811  -0.57172  -2.351
C  2.81947  -0.58280  -0.81408  -0.100
C  1.72935  -0.27194  1.42490  -0.971
C  4.01715  -1.12125  -0.36843  -0.332
C  -3.23633  -0.36228  -0.53839  -0.480
C  1.86271  0.63153  4.25148  -0.440
C  -1.36854  -1.14143  -1.91281  0.355
C  -0.39867  -0.15040  4.50498  -0.518
C  0.68735  0.13774  3.66281  0.872
C  5.07702  -0.38548  -2.22066  -0.373
C  1.90868  0.82301  5.61960  -0.500
C  1.64175  -0.57734  0.08837  0.779
C  -2.73217  -0.22839  -3.58246  -0.316
C  -1.90957  -2.54680  -1.69836  -1.309
C  -0.67536  -0.04428  1.57098  -1.597
C  -1.78180  -0.10694  -0.82292  2.223
C  -3.90461  -0.01048  -2.77026  -0.416
C  -0.27631  0.04892  5.86770  -0.502
C  0.58477  -0.08993  2.23000  0.733
C  -0.74383  -0.35227  0.25133  -1.097
H  -1.31743  -0.57731  4.12651  0.504
H  -2.95284  2.97867  -1.31721  0.556
H  -1.07375  -0.18549  6.56247  0.421
H  2.78244  1.22331  6.11939  0.426
H  -3.04563  2.04141  0.16012  0.376
H  -2.96252  -2.59712  -1.96393  0.491
H  -1.71499  3.17468  -0.06157  0.700
H  -0.90163  3.52092  -1.92176  0.423
H  -4.76001  0.39923  -3.29417  0.464
H  3.83982  0.65217  -3.65142  0.436
H  2.71671  -0.15013  1.84560  0.530
H  -3.55532  -0.71125  0.43969  0.385
H  2.72805  0.91134  3.66731  0.437
H  5.98862  -0.28852  -2.79657  0.395
H  -2.84401  0.08146  -4.61733  0.444
H  -1.35261  -3.22729  -2.33916  0.413
H  -1.56175  0.29449  2.08932  0.704
H  4.06559  -1.65823  0.57171  0.519
H  -1.78783  -2.86087  -0.65942  0.293

As for the net charge: +2. As for the energy above the lowest of the compared OMol25 structures with the same formula, charge and spin: 3.206 eV. As for the spin multiplicity: 5. The molar mass comes out at 530.354 g mol⁻¹. The total energy is -1547.9347 Ha. The HOMO energy (spin up / spin down) comes out at -12.4 / -14.4 eV.